{"formula": "C17H18Cl4IIrN5O5", "method": "ωB97M-V/def2-TZVPD", "symbols": ["Ir", "N", "C", "C", "C", "C", "N", "C", "N", "N", "C", "O", "O", "H", "H", "H", "H", "H", "H", "H", "H", "H", "H", "H", "H", "H", "H", "Cl", "C", "C", "C", "I", "C", "O", "C", "N", "C", "C", "C", "C", "H", "H", "H", "H", "Cl", "C", "Cl", "Cl", "C", "O", "O"], "coordinates": [[0.227337, -0.244100, 0.506596], [2.267388, 0.157855, -0.222222], [2.515499, 1.623678, -0.142753], [3.628276, 2.120227, -1.064599], [3.449870, 1.863941, -2.564676], [2.267701, 2.547556, -3.248709], [2.413806, 3.999843, -3.185970], [1.433692, 4.884336, -3.038599], [1.735816, 6.154998, -2.767291], [0.161742, 4.543727, -3.223419], [1.205013, 2.403675, -0.325269], [1.256359, 3.604974, -0.490411], [0.103563, 1.711277, -0.292949], [3.025260, -0.362094, 0.207934], [2.245528, -0.142086, -1.195103], [2.824510, 1.815822, 0.888053], [4.570881, 1.664842, -0.752673], [3.729887, 3.189729, -0.877723], [3.389249, 0.794459, -2.786274], [4.364867, 2.185231, -3.070810], [1.326582, 2.277886, -2.769813], [2.214958, 2.223305, -4.289705], [3.354185, 4.362733, -3.194064], [2.653739, 6.407782, -2.445085], [1.018874, 6.857341, -2.708071], [-0.090602, 3.588614, -3.405396], [-0.567271, 5.134608, -2.860128], [-4.196123, -0.261504, 5.941734], [-3.522140, -0.323768, 4.383937], [-4.358172, -0.465813, 3.291500], [-3.855732, -0.526976, 1.998410], [-5.102293, -0.765949, 0.397285], [-2.442625, -0.432212, 1.773045], [-1.927772, -0.478066, 0.633731], [-1.575995, -0.288523, 2.938830], [-0.253940, -0.219185, 2.679563], [0.592196, -0.097699, 3.693170], [0.161944, -0.037114, 5.018658], [-1.182769, -0.102103, 5.293222], [-2.091743, -0.234519, 4.231193], [-5.424091, -0.534395, 3.460098], [1.644359, -0.050150, 3.444662], [0.888851, 0.061195, 5.811802], [-1.544085, -0.054002, 6.311210], [-1.665593, -4.269903, 1.123936], [-1.016613, -5.357153, -0.036595], [-0.575330, -6.894878, 0.504832], [-1.537122, -5.173999, -1.639892], [1.594162, -3.627306, 0.392788], [2.162591, -4.512784, 0.851800], [1.045925, -2.664850, 0.015211]], "forces_ev_per_a": [[0.370, 0.293, 0.130], [-0.267, -0.083, -0.047], [0.133, -0.089, 0.086], [0.015, 0.015, -0.034], [0.028, -0.019, -0.044], [-0.029, 0.079, -0.004], [0.047, 0.001, -0.007], [0.022, 0.024, 0.005], [0.006, -0.042, 0.024], [-0.040, -0.010, 0.034], [-0.239, -0.126, -0.075], [0.076, 0.055, -0.015], [-0.115, 0.349, 0.041], [0.008, 0.027, 0.040], [0.077, 0.012, -0.017], [0.002, 0.035, -0.010], [-0.001, -0.009, -0.012], [-0.022, -0.002, 0.015], [-0.046, -0.003, 0.019], [0.008, -0.018, 0.015], [0.004, -0.031, 0.025], [0.013, 0.007, -0.007], [-0.002, 0.002, -0.019], [-0.009, 0.005, 0.013], [-0.005, -0.003, -0.041], [0.009, 0.010, -0.028], [0.002, -0.009, 0.014], [-0.004, 0.004, 0.014], [0.020, -0.001, -0.020], [0.022, 0.004, 0.028], [0.058, -0.001, 0.057], [-0.021, -0.009, -0.068], [-0.045, -0.030, 0.132], [0.133, -0.130, -0.137], [-0.015, -0.018, -0.073], [-0.172, 0.047, -0.036], [0.001, -0.004, 0.006], [0.039, -0.010, -0.022], [-0.036, -0.001, -0.012], [-0.054, -0.002, 0.094], [-0.002, -0.002, -0.009], [0.000, 0.018, 0.007], [0.006, 0.000, -0.005], [0.007, -0.003, 0.003], [-0.061, 0.025, 0.055], [0.050, 0.074, 0.032], [0.006, -0.064, 0.019], [-0.022, 0.018, -0.055], [-0.054, 0.299, 0.547], [0.000, -0.232, -0.246], [0.097, -0.450, -0.410]], "homo_lumo_gap_ev": [6.3816, 6.4275], "total_charge": 2, "e_above_lowest_kcal_mol": 0.0, "e_homo_ev": [-12.39, -14.25], "spin_multiplicity": 6, "s_squared": 8.792}